Molecular formula: C44H47N9O3
Method: DFT, the ωB97M-V functional and the def2-TZVPD basis

As for the spin multiplicity: 1. The orbital gap is 8.73 eV. As for the SMILES: O=C(O)NC[C@H]1CO1.c1ccncc1.c1ccncc1.c1ccncc1.c1ccncc1.c1ccncc1.c1ccncc1.c1ccncc1.c1ccncc1. Its electronic energy is -2423.06311 Ha. The calculation puts the HOMO energy at -8.853 eV. As for the total charge: 0.

Each atom is followed by the atoms it is bonded to, with distances in Å.
Positions of all 103 atoms, in Å:
1 O -1.797 3.479 -3.256  C2 1.262
2 C -1.743 3.178 -4.480  O1 1.262, O3 1.424, N4 1.461
3 O -1.197 4.168 -5.346  C2 1.424, H9 0.981
4 N -2.176 1.855 -4.924  C2 1.461, C5 1.481, H10 1.037
5 C -3.564 1.821 -5.440  N4 1.481, C6 1.715, H11 1.146, H12 1.134
6 C -4.590 2.514 -4.253  C5 1.715, C7 1.694, O8 1.497, H13 1.197
7 C -5.033 4.118 -4.568  C6 1.694, O8 1.627, H14 1.176, H15 1.131
8 O -5.985 2.807 -4.710  C6 1.497, C7 1.627
9 H -1.620 5.040 -5.195  O3 0.981
10 H -1.582 1.475 -5.684  N4 1.037
11 H -3.976 0.754 -5.522  C5 1.146
12 H -3.765 2.382 -6.404  C5 1.134
13 H -4.388 2.210 -3.113  C6 1.197
14 H -4.133 4.137 -5.325  C7 1.176
15 H -5.740 4.525 -5.351  C7 1.131
16 N -1.843 -1.817 -3.930  C17 1.342, C21 1.343
17 C -1.164 -0.763 -3.451  N16 1.342, C18 1.386, H22 1.085
18 C -0.317 -0.824 -2.357  C17 1.386, C19 1.387, H23 1.083
19 C -0.162 -2.044 -1.714  C18 1.387, C20 1.388, H24 1.085
20 C -0.854 -3.150 -2.188  C19 1.388, C21 1.385, H25 1.083
21 C -1.675 -2.986 -3.292  N16 1.343, C20 1.385, H26 1.086
22 H -1.323 0.166 -3.989  C17 1.085
23 H 0.208 0.060 -2.015  C18 1.083
24 H 0.491 -2.132 -0.853  C19 1.085
25 H -0.757 -4.117 -1.711  C20 1.083
26 H -2.234 -3.822 -3.702  C21 1.086
27 N -1.051 6.238 1.236  C28 1.343, C32 1.342
28 C -1.137 5.597 0.059  N27 1.343, C29 1.386, H33 1.085
29 C -2.013 4.552 -0.188  C28 1.386, C30 1.387, H34 1.083
30 C -2.849 4.140 0.839  C29 1.387, C31 1.388, H35 1.085
31 C -2.779 4.783 2.067  C30 1.388, C32 1.385, H36 1.083
32 C -1.872 5.820 2.213  N27 1.342, C31 1.385, H37 1.086
33 H -0.461 5.953 -0.711  C28 1.085
34 H -2.041 4.073 -1.159  C29 1.083
35 H -3.547 3.324 0.686  C30 1.085
36 H -3.416 4.487 2.891  C31 1.083
37 H -1.783 6.356 3.152  C32 1.086
38 N 3.463 -2.203 -0.748  C39 1.343, C43 1.345
39 C 4.174 -1.097 -1.021  N38 1.343, C40 1.385, H44 1.085
40 C 5.096 -1.006 -2.051  C39 1.385, C41 1.387, H45 1.083
41 C 5.301 -2.123 -2.849  C40 1.387, C42 1.387, H46 1.085
42 C 4.582 -3.280 -2.589  C41 1.387, C43 1.386, H47 1.083
43 C 3.681 -3.270 -1.537  N38 1.345, C42 1.386, H48 1.085
44 H 3.981 -0.251 -0.369  C39 1.085
45 H 5.639 -0.086 -2.226  C40 1.083
46 H 6.015 -2.091 -3.664  C41 1.085
47 H 4.718 -4.170 -3.191  C42 1.083
48 H 3.092 -4.150 -1.297  C43 1.085
49 N 3.864 -5.491 1.294  C50 1.346, C54 1.343
50 C 4.545 -4.436 1.776  N49 1.346, C51 1.386, H55 1.085
51 C 5.392 -4.500 2.872  C50 1.386, C52 1.387, H56 1.083
52 C 5.546 -5.720 3.513  C51 1.387, C53 1.387, H57 1.085
53 C 4.854 -6.825 3.038  C52 1.387, C54 1.385, H58 1.083
54 C 4.034 -6.660 1.934  N49 1.343, C53 1.385, H59 1.086
55 H 4.390 -3.503 1.244  C50 1.085
56 H 5.917 -3.618 3.215  C51 1.083
57 H 6.199 -5.810 4.375  C52 1.085
58 H 4.950 -7.793 3.514  C53 1.083
59 H 3.476 -7.496 1.524  C54 1.086
60 N -6.194 8.761 4.741  C61 1.343, C65 1.343
61 C -7.089 7.787 4.508  N60 1.343, C62 1.386, H66 1.085
62 C -6.937 6.819 3.528  C61 1.386, C63 1.387, H67 1.083
63 C -5.797 6.858 2.739  C62 1.387, C64 1.387, H68 1.085
64 C -4.857 7.855 2.957  C63 1.387, C65 1.386, H69 1.083
65 C -5.099 8.775 3.964  N60 1.343, C64 1.386, H70 1.085
66 H -7.964 7.801 5.148  C61 1.085
67 H -7.690 6.054 3.386  C62 1.083
68 H -5.642 6.119 1.961  C63 1.085
69 H -3.956 7.915 2.358  C64 1.083
70 H -4.393 9.571 4.175  C65 1.085
71 N 7.270 -6.265 6.854  C72 1.343, C76 1.342
72 C 6.579 -7.401 7.038  N71 1.343, C73 1.385, H77 1.085
73 C 6.171 -7.864 8.279  C72 1.385, C74 1.387, H78 1.083
74 C 6.498 -7.114 9.398  C73 1.387, C75 1.387, H79 1.084
75 C 7.214 -5.936 9.237  C74 1.387, C76 1.385, H80 1.083
76 C 7.572 -5.558 7.954  N71 1.342, C75 1.385, H81 1.085
77 H 6.350 -7.955 6.133  C72 1.085
78 H 5.612 -8.787 8.367  C73 1.083
79 H 6.198 -7.443 10.387  C74 1.084
80 H 7.487 -5.326 10.089  C75 1.083
81 H 8.129 -4.644 7.776  C76 1.085
82 N 1.455 2.987 3.943  C83 1.343, C87 1.342
83 C 0.229 3.005 3.397  N82 1.343, C84 1.386, H88 1.085
84 C -0.623 1.912 3.378  C83 1.386, C85 1.387, H89 1.083
85 C -0.184 0.728 3.952  C84 1.387, C86 1.387, H90 1.085
86 C 1.080 0.680 4.521  C85 1.387, C87 1.386, H91 1.083
87 C 1.855 1.829 4.493  N82 1.342, C86 1.386, H92 1.085
88 H -0.067 3.952 2.959  C83 1.085
89 H -1.604 1.985 2.925  C84 1.083
90 H -0.821 -0.150 3.955  C85 1.085
91 H 1.455 -0.227 4.978  C86 1.083
92 H 2.849 1.843 4.929  C87 1.085
93 N -2.091 -1.066 -7.241  C94 1.343, C98 1.344
94 C -2.015 -1.079 -8.581  N93 1.343, C95 1.386, H99 1.085
95 C -2.863 -1.813 -9.395  C94 1.386, C96 1.388, H100 1.083
96 C -3.847 -2.584 -8.793  C95 1.388, C97 1.388, H101 1.085
97 C -3.947 -2.591 -7.409  C96 1.388, C98 1.386, H102 1.083
98 C -3.053 -1.820 -6.682  N93 1.344, C97 1.386, H103 1.088
99 H -1.228 -0.464 -9.006  C94 1.085
100 H -2.757 -1.783 -10.472  C95 1.083
101 H -4.529 -3.173 -9.396  C96 1.085
102 H -4.703 -3.181 -6.905  C97 1.083
103 H -3.092 -1.788 -5.595  C98 1.088

These are the Mulliken partial charges, in e, on atoms 1 to 99: -0.502, 0.206, -0.504, -0.080, -0.600, 0.292, -0.582, -0.373, 0.395, 0.322, 0.167, 0.329, 0.301, 0.022, 0.367, -0.175, 0.065, -0.989, -0.172, -0.824, -0.127, 0.518, 0.452, 0.488, 0.395, 0.393, -0.580, -0.404, -0.339, -0.206, -0.322, -0.593, 0.414, 0.644, 0.444, 0.499, 0.465, -0.372, -0.285, -0.534, -0.128, -0.649, -0.038, 0.443, 0.399, 0.357, 0.388, 0.442, -0.335, 0.008, -0.805, 0.121, -0.275, -0.414, 0.328, 0.365, 0.337, 0.339, 0.334, -0.571, -0.182, -0.449, -0.139, -0.284, -0.292, 0.347, 0.350, 0.458, 0.412, 0.363, -0.463, -0.017, -0.530, -0.146, -0.406, -0.200, 0.346, 0.343, 0.359, 0.346, 0.362, -0.511, -0.173, -0.047, -0.564, -0.302, -0.342, 0.473, 0.361, 0.380, 0.382, 0.370, -0.251, -0.213, -0.486, -0.151, -0.971, 0.118, 0.367